Below is a single CH4N2O2 molecule at a distorted geometry, with properties calculated with the ωB97M-V functional and the def2-TZVPD basis.

The net charge is 0. The value obtained for the gap between HOMO and LUMO (alpha / beta) is 6.70 / 6.89 eV. The energy above the lowest of the compared OMol25 structures with the same formula, charge and spin comes out at 463.2 kJ/mol. As for the expectation value of S²: 2.014. The spin multiplicity is 3.

```
9
Properties=species:S:1:pos:R:3:forces:R:3
C -1.787 0.392 -0.071 2.867 5.742 2.662
N 1.964 -0.576 -0.186 -0.414 0.325 0.893
N -0.188 0.717 0.039 -0.086 -0.202 -2.409
O -2.103 -0.695 -0.414 -1.501 -6.043 -2.156
O 0.672 -0.310 0.485 -1.544 0.093 1.269
H -2.470 1.245 0.075 0.911 -0.116 -0.026
H 2.249 -1.282 0.542 -0.107 0.806 -1.325
H 1.799 -1.053 -1.077 -0.462 -0.136 0.352
H -0.135 1.562 0.606 0.337 -0.470 0.741
```
Positions in Å, forces in eV/Å.

These are the natural (NBO) partial charges, in e, on atoms 1 to 8: 0.04 -0.49 -0.21 -0.31 -0.31 0.22 0.36 0.34

---

Below is a single C4H8O molecule at a distorted geometry, with properties calculated with the ωB97M-V functional and the def2-TZVPD basis.

The net charge is 0. The value obtained for the gap between HOMO and LUMO is 10.99 eV. The energy above the lowest of the compared OMol25 structures with the same formula, charge and spin comes out at 407.2 kJ/mol. The spin multiplicity is 1.

```
13
Properties=species:S:1:pos:R:3:forces:R:3
C -1.902 -0.261 -0.015 -3.742 -2.988 -3.473
C -0.748 0.600 -0.174 -0.726 2.854 6.566
C 0.419 0.062 0.620 -0.735 -1.917 -1.971
C 1.578 0.397 -0.086 -1.475 2.476 -3.341
H -2.169 -0.300 0.997 -1.090 0.415 1.330
H -1.901 -1.507 -0.212 0.763 3.461 -0.280
H -2.721 0.215 -0.772 1.213 -1.526 2.275
H -0.695 1.134 -1.090 1.229 -0.242 -0.892
H -0.968 1.553 0.659 -0.064 -1.779 -2.354
H 0.524 -0.393 1.626 -1.080 0.922 -0.509
H 2.434 0.265 0.398 3.946 0.182 1.502
H 1.375 1.347 -0.798 1.238 -2.564 1.178
O 1.005 -0.887 -0.359 0.524 0.706 -0.032
```
Positions in Å, forces in eV/Å.

These are the natural (NBO) partial charges, in e, on atoms 1 to 8: -0.61 -0.40 0.01 -0.10 0.20 0.21 0.21 0.24

---

Below is a single C5H7NO molecule at a distorted geometry, with properties calculated with the ωB97M-V functional and the def2-TZVPD basis.

The net charge is 0. The value obtained for the gap between HOMO and LUMO is 10.92 eV. The energy above the lowest of the compared OMol25 structures with the same formula, charge and spin comes out at 47.0 kJ/mol. The spin multiplicity is 1.

```
14
Properties=species:S:1:pos:R:3:forces:R:3
C -1.743 -0.434 0.564 -0.084 -0.047 0.075
C -0.619 -0.065 -0.414 -0.086 -0.131 -0.101
C -0.521 1.384 -0.614 0.145 1.002 -0.073
N -0.413 2.527 -0.750 -0.152 -1.057 0.117
C 0.725 -0.696 0.024 0.080 -0.249 0.062
O 0.723 -1.843 0.403 0.017 0.464 -0.155
C 1.968 0.149 -0.052 0.101 0.040 -0.009
H -1.583 0.051 1.533 -0.032 -0.056 -0.170
H -2.715 -0.125 0.171 0.164 -0.021 0.069
H -1.740 -1.516 0.715 0.008 0.177 -0.054
H -0.837 -0.511 -1.397 0.056 0.078 0.191
H 2.850 -0.474 0.098 -0.131 0.044 0.014
H 1.924 0.919 0.731 -0.011 -0.116 -0.132
H 2.039 0.686 -1.006 -0.074 -0.129 0.165
```
Positions in Å, forces in eV/Å.

These are the natural (NBO) partial charges, in e, on atoms 1 to 8: -0.59 -0.44 0.28 -0.32 0.62 -0.52 -0.73 0.22

---

Below is a single C4H5NO molecule at a distorted geometry, with properties calculated with the ωB97M-V functional and the def2-TZVPD basis.

The net charge is 0. The value obtained for the gap between HOMO and LUMO is 11.76 eV. The energy above the lowest of the compared OMol25 structures with the same formula, charge and spin comes out at 157.0 kJ/mol. The spin multiplicity is 1.

```
11
Properties=species:S:1:pos:R:3:forces:R:3
N 2.672 0.746 -0.476 -0.866 -0.683 0.230
C 1.795 0.021 -0.264 0.744 0.620 -0.176
C 0.678 -0.895 -0.016 -0.020 -0.050 -0.008
C -0.573 -0.199 0.514 0.160 0.003 0.169
C -1.141 0.972 -0.153 0.081 0.284 -0.019
O -1.726 -0.315 -0.299 -0.176 -0.163 -0.061
H 1.013 -1.666 0.685 -0.050 0.097 -0.116
H 0.420 -1.394 -0.956 0.046 0.082 0.097
H -0.761 -0.328 1.579 0.039 0.035 -0.155
H -1.727 1.685 0.425 0.106 -0.118 -0.087
H -0.651 1.372 -1.040 -0.064 -0.108 0.124
```
Positions in Å, forces in eV/Å.

These are the natural (NBO) partial charges, in e, on atoms 1 to 8: -0.32 0.28 -0.54 0.06 -0.11 -0.48 0.26 0.27

---

Below is a molecular structure, C21H30N5O5S3Tl, with properties calculated with the ωB97M-V functional and the def2-TZVPD basis.

The net charge is -2. The value obtained for the gap between HOMO and LUMO is 6.22 eV. The energy above the lowest of the compared OMol25 structures with the same formula, charge and spin comes out at 109.7 kJ/mol. The spin multiplicity is 1.

```
65
Properties=species:S:1:pos:R:3:forces:R:3
Tl -1.303 -0.572 -1.150 -0.152 -0.275 -0.126
O 2.711 -0.593 -1.736 -0.045 -0.060 0.021
C 3.199 -1.537 -0.814 -0.151 -0.072 0.039
C 2.464 -1.605 0.526 -0.070 0.090 -0.143
N 1.036 -1.928 0.540 0.018 0.008 0.120
C 0.737 -3.224 -0.061 -0.052 0.155 -0.121
C 0.903 -3.316 -1.598 0.029 0.032 -0.180
O 1.362 -4.386 -2.033 -0.133 0.234 0.034
O 0.517 -2.302 -2.263 0.339 -0.183 0.204
C 0.576 -1.868 1.938 -0.048 0.230 -0.076
C -0.472 -0.794 2.353 0.000 0.128 0.073
O -0.308 -0.334 3.510 -0.132 -0.114 -0.351
O -1.407 -0.538 1.550 0.214 -0.238 0.211
H 1.918 -1.008 -2.130 -0.166 0.035 0.036
H 3.245 -2.536 -1.260 -0.021 -0.026 -0.054
H 4.229 -1.245 -0.579 0.017 -0.033 0.034
H 3.024 -2.348 1.128 0.035 0.000 0.078
H 2.572 -0.638 1.023 -0.003 0.026 0.013
H 1.319 -4.036 0.400 0.032 -0.047 0.025
H -0.328 -3.422 0.114 0.034 -0.035 0.068
H 0.120 -2.821 2.205 -0.083 -0.214 0.062
H 1.425 -1.747 2.613 0.050 0.006 0.042
S -3.865 1.024 -3.388 -0.167 -0.169 0.018
C -2.496 1.965 -3.586 0.583 0.738 -0.132
N -1.296 1.850 -3.064 -0.096 -0.066 -0.102
C -0.425 2.854 -3.430 -0.135 0.004 -0.068
C 0.910 2.959 -3.028 -0.033 -0.058 0.007
C 1.665 4.051 -3.432 0.027 -0.042 0.062
C 1.127 5.041 -4.255 -0.147 -0.021 -0.068
C -0.187 4.932 -4.699 0.092 -0.023 0.036
C -0.949 3.847 -4.287 -0.062 0.061 -0.019
S -2.598 3.461 -4.655 -0.040 -0.303 0.206
H 1.334 2.175 -2.413 -0.003 0.030 0.035
H 2.696 4.138 -3.102 -0.037 -0.048 -0.030
H 1.732 5.888 -4.559 -0.001 -0.024 0.005
H -0.613 5.683 -5.357 0.021 -0.021 0.044
C 1.935 1.944 2.900 -0.020 -0.015 -0.032
C 1.957 2.600 1.508 0.064 -0.059 0.114
C 3.380 2.621 0.933 -0.021 -0.005 -0.023
C 1.375 4.018 1.571 -0.070 0.038 -0.016
C 1.116 1.811 0.593 -0.132 -0.025 -0.151
N 0.457 1.236 -0.150 0.304 0.272 0.219
H 2.311 2.650 3.646 0.065 0.005 -0.075
H 2.570 1.055 2.915 -0.063 0.002 -0.008
H 0.933 1.622 3.185 0.019 0.002 0.004
H 4.051 3.134 1.627 -0.044 0.001 -0.020
H 3.401 3.134 -0.031 0.011 -0.012 0.041
H 3.740 1.603 0.778 0.017 0.041 0.019
H 1.956 4.621 2.273 0.014 -0.039 -0.039
H 0.339 3.989 1.913 0.045 0.009 0.001
H 1.400 4.494 0.588 -0.023 -0.036 0.040
C -2.632 -4.086 2.403 -0.010 -0.007 0.004
N -3.422 -4.437 1.221 0.056 0.037 0.034
C -4.078 -3.484 0.491 -0.037 0.123 0.253
S -4.158 -3.530 -1.166 -0.002 -0.073 -0.114
N -4.653 -2.494 1.213 -0.041 -0.126 0.016
C -5.217 -2.648 2.541 0.136 0.089 -0.021
H -1.653 -4.553 2.327 0.061 -0.010 -0.051
H -3.099 -4.435 3.327 -0.004 0.024 0.005
H -2.487 -3.006 2.458 0.028 0.017 -0.017
H -2.999 -5.112 0.607 0.045 -0.062 -0.048
H -4.974 -1.726 0.653 -0.084 0.088 -0.089
H -5.117 -3.682 2.858 -0.043 -0.003 -0.008
H -6.281 -2.404 2.524 -0.004 0.034 -0.020
H -4.721 -2.007 3.274 0.022 -0.013 -0.021
```
Positions in Å, forces in eV/Å.

These are the natural (NBO) partial charges, in e, on atoms 1 to 8: 0.80 -0.75 -0.07 -0.22 -0.46 -0.33 0.76 -0.74

---

Below is 11 unconnected molecules or ions with the total composition C39H76N6O25 at a distorted geometry, with properties calculated with the ωB97M-V functional and the def2-TZVPD basis.

The net charge is 0. The value obtained for the gap between HOMO and LUMO is 6.05 eV. The spin multiplicity is 1.

```
146
Properties=species:S:1:pos:R:3:forces:R:3
C 1.736 -3.143 0.414 -1.344 -1.551 0.737
N 2.331 -1.975 -0.046 -0.925 4.029 -2.570
C 1.545 -0.944 -0.533 0.802 -0.072 -0.039
C 2.075 0.297 -0.838 0.807 -0.042 -0.693
C 3.464 0.495 -0.775 0.682 -2.538 1.461
C 4.225 -0.666 -0.333 -1.112 2.996 -0.979
C 3.629 -1.822 0.060 1.914 -2.375 0.807
C 4.035 1.836 -0.900 0.379 -0.388 0.081
C 3.653 2.730 -1.921 1.166 -0.708 1.112
C 4.274 3.938 -1.905 -0.443 1.710 -0.117
N 5.104 4.404 -0.960 0.031 -3.317 0.362
C 5.488 3.494 0.006 0.812 2.558 0.444
C 5.014 2.217 0.055 -0.666 0.662 -1.336
C 5.514 5.787 -1.027 -1.056 0.157 2.274
H 2.491 -3.923 0.525 -0.010 0.076 -0.834
H 0.842 -3.436 -0.192 0.770 0.214 0.640
H 1.522 -2.975 1.462 -0.834 0.385 -0.393
H 0.502 -1.139 -0.634 -0.566 -0.116 0.026
H 1.509 1.187 -1.149 -0.292 -0.890 0.157
H 5.290 -0.709 -0.238 0.596 0.689 -0.273
H 5.795 -5.434 -0.211 0.213 -0.749 -1.859
H 3.043 2.447 -2.756 -0.321 -0.151 0.038
H 4.045 4.714 -2.607 -0.258 -0.020 -0.662
H 6.174 3.938 0.764 -0.644 -0.661 -0.676
H 5.371 1.567 0.826 -0.090 -0.307 0.137
H 6.504 5.917 -0.633 0.349 0.130 0.039
H 4.760 6.358 -0.463 0.428 -0.084 0.514
H 5.376 6.129 -1.995 0.384 0.453 -2.070
C -0.040 2.554 0.904 -0.702 0.433 1.253
C 0.926 1.568 1.409 0.872 -2.174 1.371
O 0.594 0.352 1.517 -1.083 1.038 0.196
N 2.160 1.917 1.809 -0.843 -0.465 -0.705
H 2.476 2.894 1.664 0.259 -0.177 0.384
H -4.364 -2.141 0.034 0.742 -1.388 -0.907
C 2.934 0.850 2.495 -1.315 1.825 -0.033
H -1.000 2.046 0.835 0.074 0.121 -0.524
H 0.313 2.940 -0.026 -0.040 0.674 -0.723
H -0.178 3.336 1.676 0.336 0.020 -0.665
H 2.696 0.970 3.526 -0.302 -0.304 1.079
H 3.953 1.104 2.450 1.433 -0.201 -0.532
H 2.605 -0.121 2.172 0.423 -0.200 -0.332
C -0.408 -5.364 -4.611 2.340 0.367 -1.057
O -0.208 -6.091 -3.489 -0.209 -1.028 2.409
C 0.424 -5.393 -2.411 -0.946 -2.139 -0.219
C 0.419 -6.337 -1.177 1.170 0.510 0.572
N -0.783 -6.436 -0.344 -1.142 1.134 -0.280
H -0.435 -5.817 1.029 -1.015 0.711 -0.660
H -1.397 -5.697 -0.701 -0.143 -0.036 0.428
C -1.582 -7.673 -0.340 0.085 -0.219 -1.679
C -2.689 -7.685 0.678 -1.271 0.712 -0.001
O -2.321 -7.352 1.977 1.005 -1.204 0.803
C -1.501 -8.408 2.502 -0.419 -0.185 -0.589
H -1.082 -4.581 -4.540 -1.679 1.641 0.487
H -0.724 -6.052 -5.327 -0.705 -0.945 -1.454
H 0.540 -4.925 -4.976 -0.040 -0.008 -0.024
H -0.134 -4.463 -2.225 0.473 0.039 0.147
H 1.454 -5.290 -2.750 0.283 0.758 0.420
H 1.311 -6.053 -0.574 -0.791 0.373 0.054
H 0.678 -7.354 -1.340 0.385 -0.939 -1.347
H -0.881 -8.513 -0.299 -0.180 -0.014 0.453
H -2.164 -7.832 -1.278 0.665 0.241 0.051
H -3.164 -8.689 0.650 0.132 0.367 -0.066
H -3.488 -6.936 0.450 0.673 -0.528 -0.346
H -1.753 -8.573 3.520 0.075 0.370 1.165
H -0.441 -8.269 2.342 0.340 0.467 0.132
H -1.729 -9.375 2.046 -0.242 0.028 -0.385
C -1.627 6.571 4.393 -1.188 0.394 -0.312
O -2.744 5.732 4.236 -0.463 -1.148 0.364
C -2.492 4.364 4.604 -0.735 1.083 -1.581
C -3.749 3.514 4.454 1.013 0.935 -0.799
N -3.976 2.985 3.127 -1.300 -0.894 -0.303
H -3.136 2.915 2.578 0.584 0.104 0.105
H -4.217 1.275 2.973 0.215 -0.144 -0.422
C -4.941 3.674 2.291 1.873 1.904 -0.998
C -4.231 4.939 1.667 -1.967 -0.349 0.857
O -2.877 4.714 1.318 -2.056 -0.988 -0.090
C -2.349 5.883 0.794 0.348 -0.131 -0.743
H -1.209 6.514 5.398 0.092 0.140 0.059
H -2.057 7.557 4.159 0.645 -0.034 0.348
H -0.910 6.308 3.642 0.898 -0.049 -0.354
H -2.199 4.359 5.627 0.595 -0.207 0.916
H -1.727 3.933 3.925 0.029 0.189 0.531
H -4.645 4.036 4.777 0.012 -0.097 0.384
H -3.495 2.671 5.024 -0.268 -1.183 1.447
H -5.739 4.187 2.833 -0.287 -0.959 0.152
H -5.259 3.020 1.483 -0.435 -0.118 0.253
H -4.240 5.677 2.475 0.153 0.186 -0.114
H -4.996 5.319 0.917 1.520 -0.261 -0.119
H -1.292 5.726 0.912 0.673 0.648 -0.245
H -2.733 6.719 1.357 0.229 0.624 0.205
H -2.632 5.999 -0.269 0.189 0.080 0.254
C -3.859 2.120 -0.736 1.360 0.992 1.749
O -2.754 1.338 -1.169 -0.665 0.727 0.785
C -3.057 0.401 -2.143 -0.381 0.829 -1.746
C -1.748 -0.204 -2.541 0.974 -0.889 0.725
N -0.675 0.794 -2.759 0.059 0.391 0.333
H -0.685 1.510 -1.973 -0.112 -1.299 -1.314
H 0.667 -0.148 -3.339 -0.334 0.690 0.591
C -0.774 1.536 -4.033 -2.504 -1.542 0.154
C 0.249 2.553 -4.131 1.536 1.834 0.038
O 0.126 3.456 -2.988 0.977 -1.424 -0.929
C -0.795 4.437 -3.203 -0.895 2.489 -0.415
H -4.737 1.520 -0.518 -0.024 -0.335 0.431
H -4.190 2.873 -1.448 0.270 0.125 -0.515
H -3.439 2.698 0.185 -1.074 -1.082 -1.550
H -3.468 0.966 -3.082 0.044 -1.110 1.505
H -3.711 -0.412 -1.773 -0.201 0.534 -0.303
H -1.937 -0.817 -3.428 0.438 0.110 -0.090
H -1.419 -0.931 -1.734 -0.233 0.928 -0.878
H -1.778 1.966 -4.131 -0.020 0.609 0.257
H -0.832 0.882 -4.914 0.803 -0.386 0.318
H 0.209 3.055 -5.128 -0.275 0.214 0.795
H 1.277 2.193 -4.077 -0.147 -0.461 0.193
H -0.598 5.003 -4.131 0.498 0.150 0.232
H -0.778 5.153 -2.352 -0.038 -0.539 -0.480
H -1.822 4.145 -3.402 -0.425 -0.736 0.548
O 4.056 -6.408 0.689 -1.407 2.369 1.502
C 4.787 -5.414 1.308 0.353 -0.350 -1.235
O 4.496 -4.850 2.311 -0.708 0.091 1.044
O 5.914 -5.066 0.638 -0.701 -0.159 1.539
H 3.083 -6.197 1.089 1.997 -1.322 -0.684
O -2.204 -3.074 -0.697 -0.124 1.569 1.177
C -3.408 -3.561 -1.099 1.930 0.650 1.499
O -3.359 -4.509 -1.813 -1.344 -0.566 -0.712
O -4.457 -2.972 -0.546 -1.220 0.625 0.070
H -2.332 -2.361 -0.005 0.219 -0.792 -0.783
O 2.962 -1.537 -4.882 -0.330 -0.847 -0.108
C 2.366 -0.576 -4.187 -1.024 0.277 1.109
O 2.975 0.400 -3.812 -0.189 0.349 -0.017
O 1.065 -0.838 -3.913 2.316 -0.918 -1.463
H 3.922 -1.428 -4.780 -0.356 0.253 -0.141
O 1.395 -4.243 2.793 0.236 -1.030 0.853
C 0.935 -5.230 2.016 0.501 0.590 1.892
O -0.234 -4.963 1.624 -1.039 -0.929 -0.725
O 1.573 -6.256 1.807 0.409 -0.189 -0.443
H 2.257 -4.576 3.053 0.915 0.283 0.428
O 1.684 5.439 2.603 0.299 0.909 -0.016
C 2.808 5.633 1.756 -0.592 -0.524 -0.428
O 3.184 6.755 1.453 -0.229 1.149 0.462
O 3.265 4.562 1.323 0.222 -1.441 -0.059
H 1.402 6.325 2.900 0.308 -0.426 -0.251
O -2.159 0.416 2.268 1.560 0.272 0.246
C -3.274 -0.112 1.858 -1.627 1.395 0.698
O -4.387 0.397 2.482 1.628 -1.176 -1.106
O -3.314 -0.925 0.959 -0.660 -0.850 -0.330
H -1.318 0.094 1.787 -0.810 0.430 0.557
```
Positions in Å, forces in eV/Å.

These are the Mulliken partial charges, in e, on atoms 1 to 8: -1.09 1.08 -1.33 1.25 0.65 -0.25 -1.12 0.90

---

Please write out number 1 again, unchanged.
Below is a single CH4N2O2 molecule at a distorted geometry, with properties calculated with the ωB97M-V functional and the def2-TZVPD basis.

The net charge is 0. The value obtained for the gap between HOMO and LUMO (alpha / beta) is 6.70 / 6.89 eV. The energy above the lowest of the compared OMol25 structures with the same formula, charge and spin comes out at 463.2 kJ/mol. As for the expectation value of S²: 2.014. The spin multiplicity is 3.

```
9
Properties=species:S:1:pos:R:3:forces:R:3
C -1.787 0.392 -0.071 2.867 5.742 2.662
N 1.964 -0.576 -0.186 -0.414 0.325 0.893
N -0.188 0.717 0.039 -0.086 -0.202 -2.409
O -2.103 -0.695 -0.414 -1.501 -6.043 -2.156
O 0.672 -0.310 0.485 -1.544 0.093 1.269
H -2.470 1.245 0.075 0.911 -0.116 -0.026
H 2.249 -1.282 0.542 -0.107 0.806 -1.325
H 1.799 -1.053 -1.077 -0.462 -0.136 0.352
H -0.135 1.562 0.606 0.337 -0.470 0.741
```
Positions in Å, forces in eV/Å.

These are the natural (NBO) partial charges, in e, on atoms 1 to 8: 0.04 -0.49 -0.21 -0.31 -0.31 0.22 0.36 0.34

---

What is the spin multiplicity in the sixth record? 1

---

What is the net charge in the sixth record? 0